This record from OMol25 describes C19H14BrIrN6O7 as an isolated structure. The level of theory is ωB97M-V/def2-TZVPD.

Cartesian coordinates (Å):
Ir (-0.589858, -0.701637, 0.939485)
N (-1.743145, -1.294238, 2.602145)
C (-0.897869, -1.264460, 3.810088)
C (0.471521, -1.785475, 3.404470)
O (1.139384, -2.496616, 4.130976)
N (0.815272, -1.365604, 2.154244)
C (1.810224, -2.131329, 1.419927)
C (1.070963, -2.905454, 0.330047)
O (1.605039, -3.789229, -0.302780)
O (-0.179156, -2.536984, 0.166913)
H (-2.582701, -0.732478, 2.692267)
H (-2.041543, -2.232146, 2.341347)
H (-1.308032, -1.858307, 4.623188)
H (-0.799095, -0.230434, 4.137774)
H (2.340036, -2.809840, 2.084000)
H (2.524550, -1.464430, 0.932861)
O (-4.319387, -2.065878, -1.044875)
C (-3.355518, -1.493415, -0.559665)
O (-2.613153, -1.878458, 0.400147)
C (-2.959545, -0.126644, -1.078768)
C (-3.750809, 0.553700, -1.988399)
C (-3.383160, 1.832015, -2.365188)
C (-2.235196, 2.383923, -1.816124)
C (-1.494645, 1.640575, -0.917313)
N (-1.849130, 0.401250, -0.563359)
H (-4.632610, 0.052735, -2.360858)
H (-3.983256, 2.395157, -3.068446)
H (-1.907485, 3.382112, -2.069860)
H (-0.592894, 2.030694, -0.462433)
Br (5.555435, 0.318718, -5.270706)
C (4.290370, 0.461941, -3.859098)
C (4.124304, 1.683259, -3.226692)
C (3.198105, 1.781029, -2.200869)
C (2.449196, 0.675319, -1.817800)
C (2.635594, -0.543011, -2.461424)
C (3.561880, -0.654963, -3.488337)
C (1.449552, 0.831854, -0.697463)
O (1.299837, 1.901585, -0.132250)
O (0.797684, -0.266194, -0.473036)
H (4.711093, 2.538809, -3.530880)
H (3.041937, 2.715573, -1.678655)
H (2.063230, -1.406529, -2.149537)
H (3.715820, -1.600361, -3.989293)
N (-0.769189, 1.105876, 1.821785)
C (-0.927346, 1.931754, 2.628725)
N (-1.014164, 2.910147, 3.437517)
C (-1.969227, 2.986436, 4.346522)
N (-2.772897, 3.119655, 5.169694)

Forces on the atoms, in the same order (eV/Å):
0.207 0.176 0.018
0.204 -0.075 -0.135
-0.014 0.030 -0.072
-0.023 0.097 0.051
0.048 0.062 0.002
-0.085 -0.056 -0.211
-0.022 0.117 0.075
-0.107 -0.086 -0.082
0.064 -0.008 -0.024
0.038 0.138 0.051
0.022 0.040 -0.041
-0.076 -0.014 0.092
0.023 -0.062 -0.027
-0.026 -0.010 0.049
-0.012 -0.035 -0.019
0.013 -0.073 0.077
-0.040 0.041 -0.003
0.098 0.014 0.011
-0.243 -0.147 -0.035
-0.040 -0.021 -0.076
0.038 -0.003 -0.030
0.016 -0.004 -0.002
-0.059 -0.045 -0.047
0.029 0.102 -0.022
-0.201 -0.186 0.240
-0.004 -0.001 0.007
-0.006 -0.002 -0.008
-0.001 0.003 0.001
-0.222 0.015 -0.035
-0.004 -0.001 0.009
0.006 0.002 -0.006
-0.003 0.003 -0.001
-0.001 0.008 -0.002
0.029 0.014 0.075
0.032 -0.020 0.022
-0.007 -0.005 0.002
0.070 -0.128 -0.063
0.343 0.081 0.102
0.026 -0.021 -0.147
-0.004 0.001 -0.001
0.000 0.002 -0.003
-0.018 -0.002 -0.009
-0.003 0.002 -0.002
-0.164 -0.028 0.331
-0.010 -0.012 -0.137
0.166 0.173 0.007
-0.080 -0.075 0.023
0.003 -0.003 -0.002

The expectation value of S² is 0.754. Its spin multiplicity is 2. Its total charge is -1. For the highest occupied orbital energy (alpha / beta), the calculation gives -0.23289 / -0.24036 Ha. The calculation puts the frontier orbital gap (alpha / beta) at 8.6 / 7.1 eV. As for the calculated total energy: -116088.8575 eV.

***

This record from OMol25 describes one molecule with the formula C2H5N3O. The level of theory is ωB97M-V/def2-TZVPD.

Cartesian coordinates (Å):
H (2.297668, 1.427395, 0.663221)
N (2.603539, 0.582479, 0.175822)
C (1.599911, -0.123898, -0.154037)
N (0.259175, 0.164576, 0.110269)
C (-0.838234, -0.611641, -0.273123)
N (-2.026632, -0.083745, 0.184528)
O (-0.754108, -1.646334, -0.899547)
H (1.754885, -1.050701, -0.695280)
H (0.070472, 0.969409, 0.691412)
H (-2.863013, -0.535619, -0.153982)
H (-2.103658, 0.908077, 0.350713)

Forces on the atoms, in the same order (eV/Å):
0.145 0.034 0.044
-0.585 -0.116 -0.044
0.106 0.020 -0.026
0.058 0.110 0.026
0.140 -0.120 -0.076
-0.097 -0.013 -0.072
0.086 0.366 0.272
-0.172 -0.051 -0.023
0.113 -0.097 -0.057
0.190 0.027 -0.028
0.015 -0.160 -0.015

The SMILES is [H]/N=C\NC(N)=O. Its spin multiplicity is 1. For the highest occupied orbital energy, the calculation gives -0.36729 Ha. The calculation puts the frontier orbital gap at 10.5 eV. As for the calculated total energy: -8673.4658 eV.

***

This record from OMol25 describes C21H27N6O7Re as an isolated structure at a distorted geometry. The level of theory is ωB97M-V/def2-TZVPD.

Cartesian coordinates (Å):
Re (0.008852, 0.073033, 0.144178)
O (-0.682940, -1.827995, -3.592467)
C (-2.006638, -1.610654, -3.500394)
C (-2.764446, -1.866411, -4.647943)
C (-4.124432, -1.634766, -4.664171)
C (-4.763832, -1.135011, -3.532233)
C (-4.016346, -0.881253, -2.397385)
C (-2.645098, -1.119816, -2.350802)
C (-1.866032, -0.871597, -1.093882)
O (-0.715810, -1.486935, -1.011306)
N (-2.416285, -0.016077, -0.279966)
N (-1.861585, 0.303622, 1.006967)
C (-2.534950, -0.390730, 1.989711)
C (-1.766731, -0.805570, 3.136434)
C (-2.172763, -0.728641, 4.466913)
C (-1.364481, -1.203688, 5.494367)
C (-0.131580, -1.764371, 5.178291)
C (0.293038, -1.862660, 3.859523)
C (-0.509659, -1.397901, 2.805447)
O (-0.156896, -1.568744, 1.560936)
H (-0.265811, -1.620846, -2.726022)
H (-2.244500, -2.242636, -5.519766)
H (-4.690999, -1.840089, -5.564978)
H (-5.829845, -0.947831, -3.535830)
H (-4.486139, -0.493140, -1.503677)
H (-3.519896, -0.770199, 1.756053)
H (-3.137587, -0.285335, 4.692076)
H (-1.688392, -1.133347, 6.525770)
H (0.510474, -2.134893, 5.970777)
H (1.242189, -2.320494, 3.608937)
N (-0.072497, 2.143861, 1.214725)
C (-0.196075, 3.385809, 0.457470)
C (0.389736, 4.599906, 1.153461)
C (1.817203, 4.466413, 1.702198)
C (2.992417, 4.483876, 0.715337)
N (3.217339, 3.311310, -0.119694)
C (3.505928, 2.083237, 0.324204)
N (3.906059, 1.917117, 1.594938)
N (3.426503, 1.047678, -0.483223)
C (0.390971, 3.122761, -0.928364)
O (0.724317, 4.071743, -1.651851)
O (0.583376, 1.895460, -1.165115)
H (-0.871066, 2.020694, 1.836156)
H (0.700315, 2.097390, 1.880014)
H (-1.268110, 3.538299, 0.295787)
H (-0.260058, 4.838188, 2.002257)
H (0.329448, 5.455612, 0.477539)
H (1.899297, 3.597430, 2.362172)
H (1.979641, 5.335064, 2.346945)
H (3.911083, 4.679428, 1.280051)
H (2.871484, 5.319235, 0.027136)
H (2.835362, 3.363419, -1.059197)
H (4.045886, 2.702062, 2.200605)
H (3.966144, 0.988344, 1.972845)
H (2.704573, 1.054131, -1.211874)
H (3.483170, 0.128109, -0.067934)
C (2.153737, -0.666295, -2.680486)
O (1.367349, -0.384642, -1.607060)
H (2.295491, -1.753332, -2.854980)
H (3.193847, -0.261104, -2.611718)
H (1.757912, -0.264710, -3.634282)
O (1.570601, 0.011441, 1.007080)

Forces on the atoms, in the same order (eV/Å):
3.200 -1.042 1.927
-0.021 0.013 0.031
0.042 0.035 -0.071
0.023 -0.010 -0.022
-0.002 0.016 0.040
0.033 -0.007 -0.019
-0.060 -0.061 0.071
0.183 -0.112 -0.020
-1.305 -0.349 -0.885
-0.578 0.596 1.044
-0.631 0.796 -0.426
-0.174 -0.837 -1.540
0.411 0.119 0.484
0.041 -0.005 -0.241
-0.029 -0.049 0.069
-0.002 -0.012 -0.053
0.019 -0.027 0.056
-0.024 0.034 -0.069
0.126 0.211 0.335
-0.011 0.076 -0.967
0.029 -0.017 -0.010
-0.002 0.004 -0.002
0.002 -0.002 0.000
0.002 -0.001 -0.008
0.028 0.018 0.010
-0.069 0.161 -0.003
0.005 0.003 -0.003
-0.008 -0.001 -0.003
-0.010 0.000 0.004
-0.004 -0.004 -0.019
-0.039 -0.378 1.735
-0.154 -0.243 -0.240
0.009 0.213 0.202
-0.034 0.074 -0.041
0.096 0.012 0.073
-0.331 0.049 -0.281
-0.260 -0.141 0.126
0.314 0.071 -0.066
0.549 0.350 -0.338
0.420 0.182 0.225
0.005 -0.132 0.225
-0.632 -0.430 -0.522
-0.222 -0.020 -0.399
0.352 0.190 -0.589
0.044 0.117 0.037
0.072 -0.006 0.044
0.065 -0.095 -0.096
-0.021 0.025 -0.018
0.037 -0.020 0.049
0.000 0.047 -0.005
-0.012 -0.028 -0.019
-0.107 -0.043 0.114
-0.019 -0.026 0.017
-0.228 -0.019 0.022
-0.331 -0.180 0.103
-0.301 0.032 0.073
0.126 -0.204 -0.394
0.297 0.046 0.324
-0.042 0.032 0.041
-0.054 -0.058 -0.001
-0.017 0.014 0.061
-0.797 1.019 -0.173

The expectation value of S² is 3.784. Its spin multiplicity is 4. Its total charge is -1. For the highest occupied orbital energy (alpha / beta), the calculation gives -0.08989 / -0.16147 Ha. The calculation puts the frontier orbital gap (alpha / beta) at 4.6 / 6.6 eV. As for the calculated total energy: -47616.9230 eV.

***

This record from OMol25 describes a 2-piece molecular cluster, C4H4F2N2 overall at a distorted geometry. The level of theory is ωB97M-V/def2-TZVPD.

Cartesian coordinates (Å):
C (-0.254231, 0.143373, 1.492225)
C (1.540912, -0.920104, 1.012176)
C (-0.201323, -0.003368, 0.145658)
C (-1.319888, 0.807452, -1.402990)
N (0.847527, -0.456667, 2.016178)
N (0.940699, -0.662117, -0.174900)
F (-1.202823, -0.058997, -2.412376)
F (-0.737362, 1.957924, -1.727433)
H (-0.990834, 0.609773, 2.110326)
H (2.471648, -1.442011, 1.102173)
H (-2.343100, 0.921961, -1.056123)
H (1.248774, -0.897219, -1.104915)

Forces on the atoms, in the same order (eV/Å):
-0.005 -0.156 -0.440
0.225 -0.115 0.332
-3.215 2.385 -3.890
2.716 -1.949 3.451
0.642 -0.306 0.634
-0.090 0.032 -0.098
-0.109 0.144 -0.031
-0.203 -0.071 -0.050
-0.226 0.154 0.071
0.216 -0.153 -0.061
0.051 0.041 -0.090
-0.002 -0.005 0.172

Its spin multiplicity is 1. For the highest occupied orbital energy, the calculation gives -0.32913 Ha. The calculation puts the frontier orbital gap at 9.8 eV. As for the calculated total energy: -12625.8760 eV.